1.
Below is C40H66Ge2N4O5PS4SiTi as an isolated structure, with properties calculated with wB97M-V/def2-TZVPD.

XYZ file:
```
124
Properties=species:S:1:pos:R:3
Ti -0.69542 0.65339 0.68705
C -4.65990 2.03152 -0.18555
C -3.72714 2.98757 0.54611
Ge -1.85592 2.99187 -0.09872
C -1.24994 4.88236 0.06801
C -0.05804 5.30394 -0.78031
C -2.10856 2.96610 -2.06229
C -1.88875 1.91005 -2.85664
Ge -0.83083 0.46853 -2.00614
C 0.99784 0.80147 -2.76304
C 1.32688 2.28350 -2.90985
C -1.46415 -1.33424 -2.59541
C -2.34637 -1.41748 -3.83943
C -2.24937 1.96215 -4.29499
C -3.46565 2.51913 -4.70319
C -3.81140 2.59589 -6.04422
C -2.94696 2.11644 -7.01925
C -1.73767 1.55411 -6.63229
C -1.39984 1.47156 -5.28964
H -5.65009 2.00016 0.28093
H -4.27629 1.00878 -0.19568
H -4.79628 2.31775 -1.23185
H -3.69505 2.78799 1.61928
H -4.07612 4.02001 0.42974
H -1.13453 5.14313 1.12030
H -2.14504 5.40268 -0.29446
H 0.87505 4.87718 -0.41111
H 0.06757 6.39222 -0.78927
H -0.16829 4.98325 -1.82106
H -2.50661 3.88146 -2.52256
H 1.10787 0.28854 -3.72400
H 1.71405 0.32523 -2.09118
H 0.71159 2.76471 -3.67419
H 2.37637 2.44633 -3.18147
H 1.13009 2.83300 -1.98430
H -2.00118 -1.74278 -1.73566
H -0.58078 -1.97155 -2.71160
H -3.15320 -0.68107 -3.81704
H -2.80869 -2.40570 -3.93301
H -1.78592 -1.23367 -4.75820
H -4.15459 2.87423 -3.94609
H -4.76541 3.02591 -6.32629
H -3.21340 2.17246 -8.06778
H -1.05370 1.17131 -7.38091
H -0.45599 1.02202 -5.00732
S -1.31314 3.86335 3.69892
S -2.48043 2.30311 4.27764
S -1.24225 0.54217 4.41677
S 0.19747 0.84840 3.01390
C 2.85780 -4.38034 3.95199
N 2.76318 -2.94758 4.43277
C 4.01655 -2.21457 3.99490
N 4.23858 -2.32335 2.59758
C 4.28977 -3.72430 2.20636
N 3.07968 -4.45776 2.55212
C 1.92579 -4.08321 1.70298
P 1.58799 -2.24430 1.50147
C 1.58012 -2.29295 3.78164
C 3.31649 -1.54792 1.74329
H 1.92409 -4.86341 4.23527
H 3.69674 -4.83364 4.48981
H 2.74295 -2.95070 5.45743
H 4.84811 -2.66826 4.54389
H 3.88367 -1.17745 4.29795
H 5.13913 -4.19944 2.70826
H 4.44350 -3.77975 1.13255
H 1.03481 -4.54256 2.13955
H 2.08547 -4.54827 0.73028
H 0.69096 -2.83669 4.11540
H 1.52597 -1.27020 4.15544
H 3.18958 -0.55958 2.19739
H 3.80654 -1.41510 0.77588
O -1.61855 -1.25474 0.74840
C -2.56995 -0.69961 1.37760
O -2.52888 0.56142 1.52457
C -3.70629 -1.46702 1.91756
C -4.68265 -0.78595 2.63032
C -5.77510 -1.46589 3.16817
C -5.81777 -2.82111 2.95625
O -6.78236 -3.70487 3.36431
C -6.30827 -4.99934 2.99906
O -5.15352 -4.83528 2.18638
C -4.83691 -3.49761 2.24949
C -3.75746 -2.85289 1.71186
H -4.55800 0.27992 2.78161
H -6.54532 -0.95623 3.72987
H -7.07966 -5.51484 2.42733
H -6.04302 -5.55325 3.90443
H -2.98205 -3.36042 1.15502
C 2.51894 -2.56279 -3.47896
Si 2.40099 -3.38216 -1.78431
C 1.26419 -4.87487 -1.99668
C 4.13840 -4.04910 -1.42719
C 1.70859 -2.22067 -0.49737
H 2.77198 -3.30473 -4.24327
H 3.28887 -1.78566 -3.49023
H 1.57577 -2.08961 -3.75971
H 1.70552 -5.59690 -2.69041
H 0.30608 -4.55101 -2.41380
H 1.05676 -5.39251 -1.05741
H 4.54551 -4.47506 -2.34955
H 4.14121 -4.84278 -0.67587
H 4.82303 -3.26087 -1.10032
H 0.64552 -2.14766 -0.77359
H 2.10343 -1.21419 -0.69569
O 1.12196 1.48217 0.39515
C 1.86028 2.39402 0.85997
C 3.27809 2.42462 0.35686
C 3.89036 3.80584 0.14115
C 4.28185 4.56649 1.40133
C 3.09021 5.11469 2.17655
C 2.17768 4.02552 2.70428
N 1.39505 3.30258 1.68952
H 3.23670 1.89386 -0.59512
H 3.87747 1.79439 1.02614
H 3.17923 4.40359 -0.43851
H 4.76827 3.67937 -0.49632
H 4.95688 5.38216 1.13052
H 4.85247 3.90110 2.06166
H 2.51632 5.81233 1.55918
H 3.45394 5.67998 3.03885
H 1.41760 4.42066 3.37800
H 2.75161 3.29749 3.28820
H 0.42564 3.15020 2.00791
```

orbital gap = 0.182 hartree
max |F| = 0.0170 Eh/bohr
multiplicity = 1
M = 1063.406 Da
net charge = -1
electronic energy = -255405.426 eV


2.
Below is C40H66Ge2N4O5PS4SiTi as an isolated structure in a non-equilibrium geometry, with properties calculated with wB97M-V/def2-TZVPD.

XYZ file:
```
124
Properties=species:S:1:pos:R:3
Ti 1.53955 -0.24088 -0.24624
C 1.73572 -3.36117 4.07055
C 2.65014 -2.89098 2.94116
Ge 2.25399 -1.05607 2.15927
C 3.16347 0.33689 3.30056
C 3.98439 -0.23170 4.45393
C 0.42186 -0.87785 2.99734
C -0.79156 -1.07196 2.47034
Ge -0.77296 -1.27431 0.44518
C -2.40954 -0.27061 -0.33701
C -3.48207 -1.14483 -0.98521
C -1.37012 -3.22432 0.32234
C -2.21224 -3.77280 1.47009
C -1.97462 -1.18672 3.36377
C -3.27181 -0.85590 2.96556
C -4.35887 -0.98946 3.81519
C -4.18986 -1.46647 5.10603
C -2.91240 -1.81887 5.52225
C -1.83135 -1.69281 4.66516
H 2.04136 -4.34529 4.44269
H 0.70099 -3.43569 3.72924
H 1.76509 -2.66839 4.91589
H 2.60872 -3.60808 2.11798
H 3.68726 -2.86912 3.28192
H 2.37608 0.99292 3.68908
H 3.79967 0.95243 2.65964
H 3.34744 -0.77586 5.15767
H 4.49689 0.56495 5.00207
H 4.74000 -0.92580 4.08068
H 0.50086 -0.70039 4.07911
H -1.99085 0.39813 -1.09399
H -2.87764 0.37718 0.41005
H -3.07056 -1.70134 -1.83311
H -4.32287 -0.54745 -1.35578
H -3.87812 -1.87563 -0.27731
H -0.45353 -3.81452 0.23832
H -1.91507 -3.36045 -0.61729
H -1.67683 -3.71383 2.41812
H -2.46683 -4.82347 1.29321
H -3.14511 -3.21818 1.58601
H -3.43945 -0.48560 1.96601
H -5.34977 -0.71912 3.46637
H -5.03710 -1.57586 5.77266
H -2.75740 -2.20504 6.52362
H -0.85517 -2.01282 5.00487
S 4.82395 -1.59046 1.07946
S 5.64954 0.08114 0.33701
S 4.96287 0.31634 -1.61380
S 3.15006 1.25209 -1.43752
C 1.15243 -0.56643 -6.07426
N 0.16558 -1.57522 -5.50481
C -1.24709 -1.06947 -5.73539
N -1.42044 0.23671 -5.20848
C -0.45482 1.14404 -5.81439
N 0.91263 0.72929 -5.55805
C 1.28309 0.86968 -4.14225
P 0.27073 -0.15978 -2.94235
C 0.39883 -1.73624 -4.03735
C -1.38429 0.28633 -3.73747
H 1.03530 -0.57479 -7.16097
H 2.15143 -0.90050 -5.79465
H 0.29348 -2.47189 -5.97368
H -1.92562 -1.77141 -5.25058
H -1.42479 -1.06727 -6.81359
H -0.60552 2.14504 -5.41210
H -0.62587 1.16633 -6.89566
H 1.15719 1.91464 -3.86398
H 2.33665 0.63388 -4.00790
H -0.33120 -2.44890 -3.65428
H 1.38418 -2.17563 -3.88711
H -1.66400 1.29326 -3.41950
H -2.14172 -0.40284 -3.35612
O 2.27606 3.11131 1.03287
C 1.37063 2.37257 1.37163
O 1.19006 1.16095 0.91935
C 0.31194 2.89575 2.30637
C 0.66195 3.90024 3.19827
C -0.24846 4.40726 4.12479
C -1.52048 3.89356 4.08564
O -2.60439 4.22238 4.86538
C -3.64724 3.33967 4.46502
O -3.22633 2.64560 3.30705
C -1.88721 2.92136 3.16759
C -0.99203 2.38122 2.28314
H 1.68043 4.26417 3.17291
H 0.02979 5.16572 4.84381
H -4.54742 3.91810 4.23786
H -3.86000 2.62484 5.26980
H -1.25484 1.57952 1.60760
C 2.50457 -4.80737 -0.25600
Si 2.11625 -3.68370 -1.72676
C 3.19467 -4.28359 -3.20083
C 0.36998 -4.27007 -2.28933
C 2.38554 -1.88344 -1.40465
H 2.55620 -5.85661 -0.55794
H 1.71917 -4.71428 0.49881
H 3.45115 -4.53514 0.21655
H 3.05389 -5.34846 -3.40689
H 4.25680 -4.11085 -3.01024
H 2.94401 -3.73683 -4.11877
H 0.12381 -5.20601 -1.78281
H 0.32478 -4.46592 -3.36582
H -0.40851 -3.55139 -2.02619
H 2.62187 -1.41557 -2.37328
H 3.35813 -1.88467 -0.88882
O 0.13184 1.72581 -1.33610
C -0.03658 2.93402 -1.09977
C 0.92732 3.99908 -1.52174
C 0.32277 4.99201 -2.52934
C -0.48336 6.11528 -1.87434
C -1.71645 5.63601 -1.11035
C -1.39563 4.65414 0.02171
N -1.17171 3.30753 -0.48157
H 1.80285 3.49456 -1.92756
H 1.27154 4.53428 -0.63379
H -0.31500 4.45363 -3.24058
H 1.13852 5.44070 -3.09822
H -0.80211 6.82467 -2.64296
H 0.16925 6.65880 -1.18407
H -2.41043 5.14683 -1.79985
H -2.22776 6.50266 -0.68389
H -2.24042 4.60383 0.70686
H -0.53158 5.00653 0.59377
H -1.64015 2.54849 -0.00257
```

orbital gap = 0.149 hartree
max |F| = 0.0421 Eh/bohr
multiplicity = 1
M = 1063.406 Da
net charge = -1
electronic energy = -255404.366 eV


3.
Below is C40H66Ge3KN5O3 as an isolated structure in a non-equilibrium geometry, with properties calculated with wB97M-V/def2-TZVPD.

XYZ file:
```
118
Properties=species:S:1:pos:R:3
K 1.73944 -1.39999 2.39414
C 3.90217 -0.76890 -0.46173
C 3.57368 0.42591 0.42092
C 4.04109 0.55794 1.73872
C 3.69424 1.68804 2.50594
C 4.23363 1.89748 3.87611
C 2.85816 2.64185 1.89832
C 2.39082 2.51250 0.58074
C 1.57049 3.57568 -0.03377
C 2.79579 1.42021 -0.14648
H 3.00734 -1.43783 -0.50430
H 4.75664 -1.31038 -0.05737
H 4.21925 -0.32915 -1.40381
H 4.74440 -0.16634 2.13740
H 4.52258 2.96234 3.99842
H 5.09614 1.27386 4.09623
H 3.50751 1.71407 4.63650
H 2.47096 3.46375 2.46455
H 1.66030 4.56884 0.49450
H 0.49797 3.39946 -0.03212
H 1.78628 3.79854 -1.03892
H 2.57278 1.45890 -1.18708
C 2.21183 -1.95252 -3.16137
C 1.20663 -2.59076 -4.16532
Ge -0.60718 -2.15065 -3.56359
C -1.37751 -3.24710 -2.17406
C -2.91075 -3.19459 -1.97217
C -1.98531 -1.53620 -4.85845
C -2.14576 -0.21245 -4.64402
Ge -0.88119 0.24790 -3.12728
C -1.56713 0.90317 -1.44820
C -1.77387 2.39149 -1.40423
C 0.30765 1.64607 -3.82132
C 0.96044 1.32594 -5.18786
C -3.06703 0.66483 -5.42115
C -4.18256 0.20059 -6.14330
C -4.99923 1.08545 -6.81653
C -4.80171 2.45541 -6.82211
C -3.73312 2.91846 -6.01787
C -2.93945 2.04451 -5.30193
H 3.26495 -2.12707 -3.36584
H 2.02068 -2.27061 -2.12953
H 2.14093 -0.87405 -3.02281
H 1.43793 -3.64127 -4.15759
H 1.34130 -2.23088 -5.16806
H -0.89295 -2.87839 -1.25519
H -1.10703 -4.27713 -2.33875
H -3.30301 -2.27315 -1.51375
H -3.27077 -4.05790 -1.42516
H -3.40329 -3.21453 -2.94455
H -2.55626 -2.06180 -5.67249
H -0.83799 0.57799 -0.72606
H -2.49156 0.33433 -1.23497
H -0.79595 2.89784 -1.63334
H -2.02594 2.69525 -0.39993
H -2.45085 2.84630 -2.10994
H 1.07028 1.85713 -3.12980
H -0.30648 2.58543 -3.95508
H 1.75743 0.60343 -5.10896
H 1.42621 2.23053 -5.54052
H 0.26933 0.96661 -5.93213
H -4.38760 -0.86919 -6.12532
H -5.86169 0.67181 -7.27731
H -5.44920 3.07092 -7.44576
H -3.52944 3.98810 -6.01775
H -2.11995 2.41857 -4.69426
N -0.90206 -1.88774 1.52727
N -1.44460 -2.87712 2.27714
C -1.35229 -2.99909 3.61628
N -2.34014 -3.62833 4.20832
N -0.31115 -2.35445 4.15916
N -0.03581 -2.38581 5.44112
O 1.09670 -2.59869 -0.01811
O -0.66267 -3.21226 6.09545
H -1.52594 -1.07950 1.40173
H -0.18775 -2.21006 0.79853
H -2.05217 -3.56012 1.81480
H -3.13445 -3.97712 3.70760
H -2.12851 -3.75715 5.19746
C 3.72141 -3.68034 1.64359
Ge 3.11813 -4.42774 -0.09678
C 2.71939 -6.35400 -0.10713
C 4.48685 -4.13421 -1.41888
C 1.27397 -3.85985 -0.46386
H 4.44632 -4.30309 2.15869
H 2.82635 -3.76176 2.26500
H 4.08211 -2.63378 1.51976
H 3.51467 -6.99855 0.20573
H 2.45768 -6.56641 -1.14410
H 1.87767 -6.54634 0.55835
H 5.24493 -4.90251 -1.29394
H 4.94822 -3.16962 -1.27751
H 4.10424 -4.16410 -2.42599
H 0.50951 -4.59018 -0.03952
H 1.21189 -4.03716 -1.56494
C -2.41048 4.98584 7.35119
C -2.10776 4.32152 6.00621
C -2.54954 4.88906 4.77805
C -2.32805 4.20907 3.60515
C -2.77097 4.90736 2.33472
C -1.68904 2.94130 3.65519
C -1.53455 2.24934 2.38499
O -1.39053 1.07338 2.30609
C -1.16584 2.44330 4.84798
C -0.44944 1.14208 4.90322
C -1.46142 3.13244 5.99390
H -1.50512 5.10669 7.94741
H -3.09785 4.36670 7.94567
H -2.87067 5.93060 7.20519
H -3.06658 5.81405 4.80700
H -3.36062 5.77634 2.53489
H -3.34201 4.26316 1.68223
H -1.90360 5.31917 1.81185
H -1.68664 2.81269 1.48142
H -1.18745 0.36547 4.60969
H -0.14160 0.90939 5.93470
H 0.33992 1.07831 4.16263
H -1.17809 2.70518 6.96414
```

orbital gap = 0.256 hartree
max |F| = 0.0519 Eh/bohr
multiplicity = 1
M = 921.928 Da
electronic energy = -242011.998 eV


no.,HOMO energy (hartree)
1,-0.1143
2,-0.1082
3,-0.2506